ORCA calculation (the ωB97M-V functional and the def2-TZVPD basis) on one molecule with the formula C15H20N4O2.

## Properties
- Charge: 0
- Orbital gap: 0.308 hartree
- Structure (SMILES): CCCCn1c(N)c(NCc2ccccc2)c(=O)[nH]c1=O
- Lowest unoccupied orbital energy: 0.687 eV

The geometry in XYZ format:
```
41
Properties=species:S:1:pos:R:3:lowdin_charge:R:1
C -0.0223 -3.4954 0.6374 -0.1029
C 0.4604 -2.3365 -0.2263 -0.2719
C 1.9768 -2.1804 -0.1457 -0.1761
C 2.5232 -0.9815 -0.9247 -0.1321
N 2.0401 0.2858 -0.3954 0.0558
C 1.0137 0.9908 -0.9940 -0.2241
N 0.4915 0.4728 -2.1605 0.1808
C 0.6004 2.1897 -0.4779 -0.1720
N -0.4355 2.9802 -1.0211 0.0256
C -1.7820 2.4164 -1.1419 -0.1606
C -2.0743 1.2832 -0.1896 -0.2280
C -2.5785 0.0759 -0.6542 -0.0592
C -2.8304 -0.9665 0.2210 -0.1010
C -2.5597 -0.8193 1.5704 -0.0986
C -2.0513 0.3798 2.0414 -0.0694
C -1.8174 1.4276 1.1694 -0.0311
C 1.2593 2.7475 0.6780 -0.4247
O 0.9454 3.7992 1.2117 0.0549
N 2.2935 1.9750 1.1761 0.2203
C 2.7116 0.7555 0.7135 -0.4748
O 3.6121 0.1392 1.2410 0.0792
H 0.2402 -3.3250 1.6785 0.0780
H 0.4355 -4.4282 0.3162 0.0733
H -1.1022 -3.5982 0.5682 0.0593
H -0.0253 -1.4188 0.1145 0.0894
H 0.1629 -2.5218 -1.2633 0.1082
H 2.2733 -2.0664 0.8980 0.1149
H 2.4567 -3.0814 -0.5319 0.1200
H 3.6110 -0.9704 -0.8124 0.1278
H 2.2793 -1.0380 -1.9852 0.1198
H 0.2563 -0.5078 -2.1550 0.0821
H -0.2278 1.0575 -2.5539 0.0842
H -0.4418 3.8411 -0.4800 0.1110
H -2.4953 3.2272 -0.9690 0.1300
H -1.9405 2.0755 -2.1750 0.1019
H -2.7866 -0.0473 -1.7088 0.1099
H -3.2331 -1.8961 -0.1543 0.1035
H -2.7453 -1.6351 2.2529 0.1031
H -1.8410 0.5021 3.0934 0.1052
H -1.4322 2.3638 1.5460 0.1166
H 2.7792 2.3283 1.9927 0.1720
```

***

ORCA calculation (the ωB97M-V functional and the def2-TZVPD basis) on a 2-piece molecular cluster, C2H4N2S overall in a non-equilibrium geometry.

## Properties
- Charge: 0
- Orbital gap: 0.336 hartree
- Lowest unoccupied orbital energy: -0.331 eV

The geometry in XYZ format:
```
9
Properties=species:S:1:pos:R:3:lowdin_charge:R:1
C -1.2879 -1.0312 1.0996 -0.2917
C 0.0952 0.3962 -0.0769 -0.6067
N -1.6054 -2.0051 1.5657 -0.0810
N 1.2862 -0.1806 0.0229 0.0181
S -0.5142 0.5986 -1.7822 0.7359
H -0.2578 1.0142 0.7895 0.0807
H 2.0003 0.2658 0.6613 0.1564
H 1.6895 -0.7261 -0.6723 0.0755
H -1.4059 1.6681 -1.6075 -0.0872
```

***

ORCA calculation (the ωB97M-V functional and the def2-TZVPD basis) on a 11-piece molecular cluster, H22O11 overall in a non-equilibrium geometry.

## Properties
- Charge: 0
- Orbital gap: 0.373 hartree
- Structure (SMILES): O.O.O.O.O.O.O.O.O.O.O
- Lowest unoccupied orbital energy: -0.149 eV

The geometry in XYZ format:
```
33
Properties=species:S:1:pos:R:3:lowdin_charge:R:1
O -0.0096 -0.8297 -0.1232 -0.0719
H -0.9734 -0.8293 -0.1358 0.0200
H 0.2157 -0.2373 0.6029 0.0282
O 0.3969 3.9685 -1.2289 -0.0563
H 1.3342 4.0985 -1.0459 0.0432
H 0.2423 3.0418 -1.0137 0.0111
O -2.9286 -1.8455 1.1192 -0.0447
H -3.6625 -1.3336 1.4773 0.0474
H -2.5961 -1.3036 0.3948 0.0069
O 0.1597 3.9890 1.2861 -0.0576
H 0.8809 4.0006 0.6468 0.0074
H -0.6358 3.9747 0.7420 0.0109
O 1.8549 -0.9668 0.6443 -0.0960
H 1.5197 -1.8612 0.5151 0.0650
H 1.5054 -0.7073 1.5042 0.0474
O -0.3551 -1.2154 3.9990 -0.0560
H -0.9566 -1.0268 3.2699 0.0153
H -0.4513 -2.1635 4.1431 0.0401
O 0.7540 -5.6258 -0.4937 -0.0603
H -0.0449 -6.1168 -0.7169 0.0347
H 0.4281 -4.8461 -0.0302 0.0259
O -4.1791 0.5925 -3.2167 -0.0602
H -3.7025 0.8453 -2.4180 0.0192
H -4.7419 1.3522 -3.4042 0.0341
O -1.6520 1.7538 -0.1515 -0.0330
H -0.8516 1.3077 0.1475 0.0106
H -1.5233 2.6708 0.1158 0.0107
O 4.0394 -1.7717 -1.2654 -0.0553
H 4.0919 -2.5493 -1.8326 0.0344
H 4.7990 -1.2391 -1.5268 0.0319
O 2.0519 1.3870 -0.7800 -0.0386
H 2.5406 1.3744 0.0506 0.0474
H 2.4497 2.1120 -1.2751 0.0384
```

***

ORCA calculation (the ωB97M-V functional and the def2-TZVPD basis) on a 6-piece molecular cluster, C15H43N3O11 overall in a non-equilibrium geometry.

## Properties
- Charge: 0
- Orbital gap: 0.318 hartree
- Structure (SMILES): COCCNCCOC.NC(N)=O.OCCO.OCCO.OCCO.OCCO
- Lowest unoccupied orbital energy: 0.303 eV

The geometry in XYZ format:
```
72
Properties=species:S:1:pos:R:3:lowdin_charge:R:1
C 32.9412 15.0868 -3.1979 -0.1440
O 33.2513 14.8153 -4.5260 -0.1920
C 32.8419 15.8657 -5.4047 -0.2231
C 33.3317 15.6873 -6.8062 -0.2381
N 34.7078 15.9902 -7.0699 -0.0611
C 35.0148 16.0201 -8.4954 -0.2108
C 36.5062 15.9883 -8.6970 -0.2676
O 37.0003 14.6878 -8.6151 -0.1642
C 38.3746 14.6227 -8.8452 -0.1285
H 33.5417 14.4334 -2.5635 0.0865
H 31.8620 15.0390 -3.0343 0.0876
H 33.3180 16.0763 -2.8790 0.0860
H 33.2608 16.7957 -4.9864 0.1241
H 31.7515 15.9591 -5.3345 0.1138
H 32.6942 16.3841 -7.3650 0.1157
H 33.0526 14.6770 -7.1534 0.1304
H 35.3097 15.3559 -6.5621 0.1179
H 34.5054 16.8557 -8.9743 0.1195
H 34.5708 15.1205 -8.9585 0.1220
H 37.0011 16.7498 -8.0761 0.1274
H 36.6913 16.4375 -9.6981 0.1254
H 38.7658 13.6446 -8.5623 0.0865
H 38.9158 15.4274 -8.3386 0.0877
H 38.6545 14.6768 -9.9129 0.0892
N 24.7431 21.5820 -6.2619 0.1731
C 26.0743 21.8884 -6.2812 -0.6405
N 26.4653 22.7396 -5.2660 0.1646
O 26.8414 21.5327 -7.1518 0.0282
H 24.1547 21.9223 -5.5227 0.0977
H 24.3868 20.8734 -6.8776 0.0749
H 27.4621 22.8442 -5.2264 0.0890
H 25.8454 22.9448 -4.5046 0.0963
O 26.8217 12.9800 -5.3519 -0.0590
C 27.2922 14.0415 -6.1744 -0.2612
C 27.5087 13.5941 -7.5879 -0.2419
O 26.2315 13.5153 -8.2338 -0.0659
H 26.4483 12.2806 -5.8942 0.0797
H 26.5016 14.7938 -6.2827 0.1158
H 28.1933 14.4476 -5.7240 0.1145
H 28.1004 12.6779 -7.6415 0.1253
H 28.0384 14.4068 -8.0994 0.1103
H 26.3257 13.8599 -9.1231 0.0795
O 29.8216 17.0377 -7.2067 -0.0593
C 28.4108 17.1795 -7.1194 -0.2464
C 28.0142 18.6176 -6.8380 -0.2594
O 28.6351 19.4962 -7.7514 -0.0718
H 30.1094 17.8702 -7.6033 0.0736
H 27.8890 16.8559 -8.0279 0.1175
H 28.0337 16.5979 -6.2803 0.0972
H 28.2160 18.9082 -5.7997 0.1119
H 26.9180 18.6199 -6.9428 0.1134
H 28.0282 20.2412 -7.8580 0.0448
O 23.2493 20.0691 -8.8994 -0.0815
C 24.3339 19.1607 -9.1332 -0.2345
C 24.1011 18.4557 -10.4767 -0.2427
O 24.7914 17.2158 -10.5537 -0.0660
H 22.6764 19.6503 -8.2511 0.0836
H 25.2226 19.7765 -9.2822 0.1167
H 24.4200 18.4426 -8.3188 0.1209
H 24.4112 19.1095 -11.2922 0.1228
H 23.0202 18.2841 -10.5443 0.1161
H 25.2365 17.1680 -11.4022 0.0809
O 32.3076 21.4648 -5.3467 -0.0565
C 30.9822 21.2767 -5.8219 -0.2467
C 29.9787 21.1634 -4.7075 -0.2338
O 30.0253 22.3365 -3.8816 -0.0779
H 32.2498 22.1977 -4.7256 0.0718
H 30.7366 22.1707 -6.4184 0.1262
H 30.9146 20.4663 -6.5452 0.1106
H 30.2253 20.3106 -4.0656 0.1272
H 28.9550 21.0470 -5.0579 0.0895
H 30.6199 22.1823 -3.1446 0.0808
```

***

Looking at relative energy (zero: lowest compared OMol25 entry of this formula, charge and spin) for the records above, in order, we have 0.0; 68.4; 107.6; 0.0 kcal/mol.
Looking at highest occupied orbital energy for the records above, in order, we have -7.71; -9.48; -10.29; -8.35 eV.